Record 1
A cluster of 3 separate species, C34H75ClN9O3S in total. Source: the OMol25 dataset; level of theory: the ωB97M-V functional and the def2-TZVPD basis.

Summary:
**Calculated total energy**: -79379.1026 eV
**Orbital gap**: 6.8 eV
**Strongest force on any atom**: 1.7 eV Å⁻¹
**LUMO energy**: -2.7 eV
**HOMO**: -9.46 eV
**Charge**: +1

Last column: Löwdin charge in e.
Positions of all 123 atoms, in Å:
C -5.90 -7.11 -0.61  -0.1094
C -5.45 -5.79 -0.01  -0.2788
C -6.33 -4.60 -0.46  -0.2117
C -7.26 -4.04 0.64  -0.1978
C -6.79 -2.73 1.30  -0.1965
C -6.11 -2.99 2.66  -0.1918
C -5.00 -1.98 3.03  -0.2102
C -3.78 -2.67 3.66  -0.1807
C -2.51 -1.81 3.65  -0.1426
N -1.99 -1.47 2.32  -0.0169
C -1.71 -0.25 1.87  -0.2329
N -1.37 -0.01 0.60  0.2406
C -1.22 1.29 0.49  -0.2715
C -0.86 2.05 -0.71  -0.0915
C -1.57 1.55 -1.98  -0.1653
C -0.78 0.45 -2.69  -0.1934
C -1.75 -0.50 -3.37  -0.2087
N -1.06 -1.59 -4.13  0.0413
C -1.28 -2.86 -3.56  -0.5800
N -0.38 -3.63 -3.06  0.1150
N -2.59 -3.32 -3.65  0.1257
N -1.45 1.89 1.66  0.1466
N -1.72 0.93 2.59  0.0459
C -1.91 1.32 3.99  -0.0993
C -1.15 2.59 4.41  -0.1692
C 0.36 2.39 4.57  -0.2007
S 1.38 2.58 3.12  0.5946
O 1.28 1.38 2.35  -0.2477
O 2.67 3.03 3.54  -0.2514
O 0.68 3.75 2.30  -0.1577
C -1.73 -2.55 1.37  -0.6296
Cl -3.17 -2.89 0.37  0.7448
C -1.16 -3.82 1.98  -0.2383
C -0.13 -4.47 1.03  -0.0740
H -6.91 -7.37 -0.31  0.0757
H -5.82 -7.06 -1.70  0.0743
H -5.22 -7.90 -0.29  0.0696
H -5.42 -5.84 1.08  0.0923
H -4.43 -5.61 -0.36  0.0758
H -6.95 -4.94 -1.29  0.1022
H -5.71 -3.80 -0.86  0.0728
H -7.36 -4.81 1.40  0.1066
H -8.25 -3.90 0.20  0.1030
H -6.09 -2.21 0.65  0.0775
H -7.68 -2.14 1.48  0.1064
H -6.85 -2.97 3.45  0.1135
H -5.69 -3.99 2.65  0.0916
H -5.42 -1.34 3.81  0.1089
H -4.72 -1.38 2.16  0.0755
H -4.00 -2.78 4.72  0.1252
H -3.61 -3.67 3.28  0.0914
H -1.75 -2.32 4.24  0.1237
H -2.81 -0.94 4.21  0.0952
H -1.03 3.11 -0.56  0.1251
H 0.21 1.91 -0.87  0.1398
H -2.53 1.12 -1.67  0.1123
H -1.71 2.39 -2.66  0.1211
H -0.17 -0.13 -2.00  0.1165
H -0.14 0.89 -3.44  0.0995
H -2.39 0.06 -4.05  0.1216
H -2.38 -0.93 -2.60  0.1000
H -0.07 -1.40 -4.08  0.0961
H 0.53 -3.19 -3.11  0.0322
H -2.75 -3.97 -2.89  0.0787
H -3.28 -2.59 -3.60  0.0775
H -1.38 2.89 1.78  0.1550
H -1.50 0.53 4.60  0.1190
H -2.97 1.45 4.21  0.1366
H -1.38 3.45 3.78  0.1053
H -1.54 2.82 5.40  0.1298
H 0.77 3.08 5.30  0.1140
H 0.60 1.39 4.93  0.1179
H 0.97 4.59 2.69  0.1182
H -0.99 -2.20 0.67  0.0878
H -0.63 -3.58 2.90  0.1082
H -1.93 -4.56 2.16  0.0956
H -0.12 -5.54 1.15  0.0786
H 0.86 -4.09 1.27  0.0781
H -0.31 -4.20 -0.01  0.0587
C 2.38 1.08 -9.79  -0.0870
C 2.49 1.58 -8.35  -0.2721
N 1.46 1.06 -7.48  -0.1988
C 1.41 1.71 -6.19  -0.2570
C 2.61 1.56 -5.25  -0.0870
C 1.33 -0.39 -7.45  -0.2437
C 2.55 -1.22 -7.02  -0.0788
H 1.40 1.31 -10.21  0.0812
H 3.14 1.55 -10.40  0.0749
H 2.54 0.00 -9.86  0.0653
H 2.40 2.67 -8.37  0.1179
H 3.51 1.36 -7.98  0.1018
H 0.50 1.39 -5.67  0.0933
H 1.26 2.78 -6.37  0.1107
H 2.64 0.57 -4.78  0.0489
H 2.55 2.29 -4.45  0.0661
H 3.56 1.72 -5.76  0.0678
H 1.02 -0.73 -8.44  0.1023
H 0.48 -0.64 -6.80  0.1040
H 3.48 -0.85 -7.47  0.0687
H 2.42 -2.25 -7.34  0.0739
H 2.69 -1.24 -5.94  0.0480
C 9.31 3.83 4.67  -0.0891
C 8.20 4.83 4.94  -0.2749
N 7.39 5.12 3.76  -0.2009
C 6.50 6.25 3.95  -0.2492
C 5.37 6.13 4.98  -0.0851
C 6.82 3.97 3.09  -0.2433
C 5.89 3.06 3.90  -0.0832
H 9.96 4.18 3.87  0.0811
H 9.91 3.71 5.57  0.0740
H 8.92 2.84 4.40  0.0634
H 8.65 5.77 5.27  0.1183
H 7.59 4.47 5.79  0.1002
H 6.07 6.50 2.98  0.1100
H 7.12 7.11 4.22  0.1104
H 4.55 5.50 4.61  0.0458
H 4.95 7.11 5.18  0.0688
H 5.72 5.72 5.93  0.0661
H 7.64 3.37 2.70  0.1002
H 6.30 4.33 2.20  0.1132
H 6.27 2.86 4.90  0.0704
H 5.79 2.10 3.39  0.0745
H 4.89 3.47 3.98  0.0176

***

Record 2
An isolated molecule of CH5N3O2S. Source: the OMol25 dataset; level of theory: the ωB97M-V functional and the def2-TZVPD basis.

Summary:
**Calculated total energy**: -20515.8771 eV
**Orbital gap**: 9.2 eV
**Strongest force on any atom**: 3.5 eV Å⁻¹
**LUMO energy**: 0.8 eV
**HOMO**: -8.40 eV
**Energy relative to the best compared isomer or geometry (same formula, charge and spin)**: 58.3 kcal per mole

Last column: Löwdin charge in e.
Positions of all 12 atoms, in Å:
C 1.42 0.04 0.40  -0.3158
N -0.75 -0.83 -0.28  -0.2579
N 0.64 -0.61 -0.34  -0.0317
N 2.76 0.11 0.21  0.0626
O -3.29 -0.83 -0.28  -0.4606
O -2.24 1.42 -0.13  -0.3368
S -2.26 -0.16 0.46  0.8880
H 1.11 0.65 1.14  0.0870
H -0.99 -1.10 -1.31  0.1168
H -2.95 1.39 -0.81  0.0586
H 3.22 0.62 0.97  0.0904
H 3.33 -0.70 -0.04  0.0992

***

Record 3
The ion C3H5N2O with charge +1. Source: the OMol25 dataset; level of theory: the ωB97M-V functional and the def2-TZVPD basis.

Summary:
**Calculated total energy**: -8205.9331 eV
**Orbital gap (alpha / beta)**: 7.7 / 8.2 eV
**Strongest force on any atom**: 4.4 eV Å⁻¹
**LUMO energy (alpha / beta)**: -6.8 / -6.4 eV
**HOMO (alpha / beta)**: -14.47 / -14.65 eV
**Charge**: +1
**Energy relative to the best compared isomer or geometry (same formula, charge and spin)**: 167.4 kcal per mole

Last column: Löwdin charge in e.
Positions of all 11 atoms, in Å:
C 0.70 1.12 0.32  0.0200
C -1.32 -0.10 -0.23  -0.2755
C 1.26 -1.09 0.18  0.3070
N -0.55 1.09 0.34  0.1114
N 1.49 0.09 -0.20  0.0438
O -0.90 -1.20 0.37  -0.0197
H -2.38 0.06 0.01  0.1577
H -1.18 -0.07 -1.33  0.1408
H 1.57 -2.10 0.35  0.1395
H -1.06 1.82 0.83  0.1727
H 2.37 0.39 -0.63  0.2025

***

Record 4
A cluster of 7 separate species, C12H36ClO6S2 in total. Source: the OMol25 dataset; level of theory: the ωB97M-V functional and the def2-TZVPD basis.

Summary:
**Calculated total energy**: -59501.1647 eV
**Orbital gap**: 8.4 eV
**Strongest force on any atom**: 5.8 eV Å⁻¹
**LUMO energy**: 2.8 eV
**HOMO**: -5.60 eV
**Charge**: -1
**Energy relative to the best compared isomer or geometry (same formula, charge and spin)**: 7.9 kcal per mole

Last column: Löwdin charge in e.
Positions of all 57 atoms, in Å:
Cl -0.01 0.54 -0.29  0.1325
C -4.44 1.63 1.19  -0.1211
C -3.59 2.44 0.34  -0.3152
O -3.06 1.64 -0.77  -0.1774
H -4.87 2.33 1.98  0.0991
H -3.94 1.07 1.95  0.0273
H -5.08 0.79 0.95  0.0792
H -2.78 2.90 0.87  0.1087
H -4.07 3.27 -0.18  0.1029
H -2.08 1.37 -0.63  -0.0340
C 0.48 0.15 5.05  -0.0848
C 0.15 -0.14 3.65  -0.3775
O 0.30 1.02 2.88  -0.1020
H 1.51 0.50 5.28  0.0831
H 0.27 -0.87 5.76  0.1423
H -0.23 0.78 5.45  0.0281
H -0.78 -0.56 3.56  0.0793
H 0.83 -0.70 3.23  0.0458
H 0.08 0.81 1.96  -0.0532
C -0.74 -2.34 -4.21  -0.1133
C -0.27 -1.06 -3.59  -0.3087
O 0.92 -1.19 -2.74  -0.1120
H -0.21 -2.52 -5.06  0.0336
H -1.79 -2.29 -4.40  0.0760
H -0.69 -3.31 -3.71  0.0605
H -1.14 -0.41 -3.19  0.1276
H -0.15 -0.45 -4.49  0.0897
H 0.63 -0.70 -1.98  -0.1007
C 4.59 -1.26 1.56  -0.0907
C 3.41 -0.34 1.25  -0.2560
O 2.96 -0.35 -0.24  -0.2049
H 4.38 -2.12 1.07  0.0301
H 4.70 -1.38 2.63  0.0727
H 5.51 -0.82 1.21  0.0677
H 3.75 0.64 1.67  0.1083
H 2.61 -0.47 1.91  0.0512
H 1.95 -0.24 0.04  -0.0366
C -1.45 -3.32 -0.61  -0.2349
S -2.78 -2.08 -0.33  0.7440
O -4.10 -2.85 -0.39  -0.5813
C -2.42 -1.81 1.37  -0.3156
H -2.09 -4.05 -0.09  0.0339
H -0.44 -2.93 -0.25  0.0756
H -1.40 -3.49 -1.75  0.0490
H -2.47 -2.81 1.70  0.0126
H -3.28 -1.14 1.93  0.1158
H -1.37 -1.41 1.47  0.0296
C 1.71 2.25 -3.40  -0.3219
S 2.96 2.10 -2.17  0.7611
O 4.27 2.61 -2.80  -0.5808
C 2.35 3.34 -1.01  -0.2656
H 1.93 3.21 -4.14  0.1187
H 0.62 2.09 -2.86  0.1014
H 1.64 1.43 -3.99  -0.0380
H 1.55 2.99 -0.39  0.0014
H 2.40 4.26 -1.81  0.1103
H 3.26 3.25 -0.42  0.0265

***

Record 5
A structure of composition C21H38Cs2N2O10P. Source: the OMol25 dataset; level of theory: the ωB97M-V functional and the def2-TZVPD basis.

Summary:
**Calculated total energy**: -56220.7605 eV
**Orbital gap**: 2.6 eV
**Strongest force on any atom**: 5.2 eV Å⁻¹
**LUMO energy**: -5.0 eV
**HOMO**: -7.58 eV
**Charge**: +1

Last column: Löwdin charge in e.
Positions of all 74 atoms, in Å:
N -1.94 2.16 -1.43  -0.2125
P -3.50 1.57 -2.20  0.4610
O -4.39 2.75 -1.19  -0.3669
C -5.62 2.91 -1.83  -0.3169
C -6.07 1.48 -2.03  -0.2950
O -5.02 0.89 -2.76  -0.3843
H -1.85 3.12 -1.77  0.0000
H -2.24 2.31 -0.46  -0.0092
H -3.51 0.53 -1.20  0.0149
H -2.81 0.78 -3.19  -0.0225
H -3.48 2.64 -3.18  0.0114
H -5.53 3.30 -2.85  0.0993
H -6.30 3.56 -1.28  0.0933
H -6.00 1.02 -1.03  0.0980
H -7.06 1.36 -2.46  0.1110
C 2.11 -0.62 -2.06  0.0267
C 0.87 -0.32 -1.63  -0.2396
C -0.27 -1.29 -1.79  -0.3024
O -1.35 -0.99 -1.34  0.1298
C 0.01 -2.56 -2.46  0.0972
C 1.25 -2.84 -2.89  -0.2455
C 2.38 -1.89 -2.70  -0.3439
O 3.50 -2.21 -3.09  0.0750
O 1.55 -3.99 -3.51  0.1109
O 0.60 0.83 -1.04  0.0394
H 2.94 0.07 -1.95  0.1059
H -0.82 -3.25 -2.59  0.1436
H 2.50 -3.94 -3.72  0.1165
H -0.39 0.84 -0.86  0.0802
N 3.40 -0.73 1.02  0.0593
C 3.96 -0.18 2.10  -0.3293
C 4.59 -0.90 3.10  -0.0518
C 4.64 -2.28 2.99  -0.0307
C 4.07 -2.88 1.88  -0.0168
C 3.46 -2.06 0.93  -0.0964
H 3.89 0.90 2.15  -0.1025
H 5.03 -0.39 3.95  0.1093
H 5.13 -2.88 3.75  0.1236
H 4.09 -3.95 1.75  0.1113
H 3.00 -2.49 0.05  0.1159
C 7.63 -4.68 0.92  -0.0628
C 6.80 -5.76 0.24  -0.4871
C 7.39 -6.16 -1.10  -0.0558
O 5.46 -5.30 0.06  -0.0679
H 7.65 -3.78 0.30  0.0777
H 7.18 -4.40 1.88  0.0672
H 8.65 -5.00 1.09  0.0834
H 6.75 -6.63 0.89  0.1412
H 7.41 -5.31 -1.78  0.0826
H 6.78 -6.94 -1.57  0.0842
H 8.41 -6.54 -0.99  0.0843
H 5.49 -4.53 -0.52  0.0805
C 7.18 2.13 2.19  -0.2427
O 6.38 1.96 3.35  -0.1044
H 7.70 1.19 1.97  0.1118
H 6.54 2.39 1.34  -0.2983
H 7.92 2.92 2.35  0.1077
H 5.94 2.80 3.53  0.0872
Cs 5.35 2.37 -0.09  1.2987
Cs 1.82 2.24 2.38  1.0538
O -8.74 4.93 -1.13  0.1100
C -8.83 4.64 0.03  -0.5358
O -9.00 3.35 0.37  -0.0018
C -8.89 2.88 1.72  -0.2389
C -10.20 2.98 2.46  -0.0655
C -8.84 5.71 1.10  0.0100
H -8.07 3.38 2.24  0.1108
H -8.59 1.83 1.62  0.1235
H -10.52 4.01 2.57  0.0660
H -10.11 2.55 3.46  0.0792
H -10.98 2.45 1.92  0.0839
H -9.86 6.01 1.30  0.0923
H -8.28 6.56 0.73  0.0881
H -8.36 5.40 2.03  0.0697

***

Record 6
A structure of composition C47H56Cl2GeLuN2Si. Source: the OMol25 dataset; level of theory: the ωB97M-V functional and the def2-TZVPD basis.

Summary:
**Calculated total energy**: -175688.2858 eV
**Orbital gap**: 7.0 eV
**Strongest force on any atom**: 2.5 eV Å⁻¹
**LUMO energy**: 2.5 eV
**HOMO**: -4.54 eV
**Charge**: -1

Last column: Löwdin charge in e.
Positions of all 110 atoms, in Å:
Lu -1.17 -0.40 -1.24  1.3439
C 0.25 3.30 3.45  -0.0578
C 1.70 2.97 3.77  -0.4126
C 2.60 3.38 2.61  -0.0667
C 1.84 1.55 4.18  -0.2116
C 1.96 1.23 5.53  -0.0352
C 2.06 -0.12 5.94  -0.0404
C 1.95 -1.17 5.03  -0.2940
C 2.12 -2.58 5.36  -0.0726
C 1.77 -0.82 3.65  -0.0432
C 1.73 0.48 3.23  -0.0175
H 0.12 4.36 3.21  0.0788
H -0.36 3.05 4.33  0.0868
H -0.12 2.66 2.66  0.0547
H 1.98 3.63 4.59  0.1253
H 2.28 2.93 1.64  0.0689
H 3.63 3.12 2.76  0.0746
H 2.44 4.46 2.45  0.0841
H 1.91 2.02 6.27  0.1049
H 2.14 -0.35 6.99  0.0949
H 2.84 -3.11 4.67  0.1044
H 1.21 -3.11 5.32  0.0602
H 2.47 -2.66 6.38  0.0719
H 1.58 -1.60 2.91  0.1147
H 1.61 0.74 2.13  0.1216
C 0.59 0.91 -5.19  -0.0635
C -0.50 1.43 -5.93  -0.0450
C -1.78 1.14 -5.46  -0.0167
C -1.94 0.31 -4.30  -0.2595
N -0.91 -0.24 -3.70  0.0112
C 0.35 0.07 -4.14  -0.1340
C -3.28 0.06 -3.71  -0.2518
C -4.40 0.12 -4.55  -0.0699
C -5.68 -0.10 -4.08  -0.0885
C -5.77 -0.35 -2.68  -0.1048
C -4.65 -0.41 -1.89  -0.1422
C -3.33 -0.18 -2.35  -0.1943
H 1.62 1.02 -5.48  0.1012
H -0.34 2.06 -6.77  0.0932
H -2.68 1.54 -5.91  0.0980
H 1.20 -0.31 -3.63  0.0705
H -4.21 0.09 -5.62  0.0980
H -6.54 -0.05 -4.73  0.0913
H -6.71 -0.66 -2.23  0.0925
H -4.77 -0.72 -0.86  0.0531
Cl -2.54 4.03 -3.19  0.4533
C -2.16 3.14 -1.62  -0.9532
Cl -2.32 4.16 -0.20  0.5621
H -1.16 2.77 -1.68  -0.0516
H -3.02 2.43 -1.53  0.0147
N 0.32 1.20 -1.62  -0.0508
C 1.48 1.58 -1.39  -0.3798
C 1.79 3.07 -1.39  -0.1476
C 0.93 3.86 -0.60  -0.0822
C 1.08 5.25 -0.63  -0.0889
C 2.14 5.82 -1.30  -0.1013
C 3.01 5.04 -2.02  -0.1130
C 2.81 3.70 -2.14  -0.0506
C 2.58 0.62 -1.21  -0.1701
C 3.76 0.95 -0.57  -0.0645
C 4.73 0.03 -0.23  -0.0824
C 4.53 -1.35 -0.49  -0.0620
C 3.35 -1.73 -1.12  -0.0480
C 2.36 -0.76 -1.42  -0.0287
H 0.10 3.44 -0.04  0.0551
H 0.37 5.83 -0.08  0.0863
H 2.32 6.89 -1.33  0.0987
H 3.75 5.56 -2.61  0.0965
H 3.40 3.06 -2.79  0.1152
H 3.99 1.99 -0.29  0.1137
H 5.62 0.42 0.23  0.0911
H 5.21 -2.11 -0.15  0.0890
H 3.14 -2.75 -1.23  0.0562
H 1.39 -1.13 -1.70  0.0429
C -4.10 -1.51 2.02  -0.2238
Ge -2.73 -0.09 2.26  0.7102
C -3.52 1.75 2.26  -0.2363
C -2.25 -0.40 4.17  -0.2114
C -1.24 -0.17 1.06  -0.4869
H -3.54 -2.40 2.35  0.0030
H -4.57 -1.61 1.05  -0.0110
H -4.88 -1.31 2.76  0.0043
H -4.40 1.85 2.88  0.0005
H -3.86 2.15 1.26  -0.0012
H -2.79 2.44 2.61  -0.0240
H -3.16 -0.41 4.77  0.0146
H -1.57 0.27 4.62  -0.0117
H -1.83 -1.37 4.12  -0.0182
H -0.59 -0.99 1.33  -0.0666
H -0.64 0.69 1.38  -0.0612
C -1.76 -3.87 0.60  -0.2922
Si -1.01 -3.36 -1.09  0.5145
C -2.11 -4.58 -2.11  -0.2569
C 0.74 -4.19 -1.20  -0.3260
C 1.40 -4.37 -2.46  -0.1116
C 2.58 -5.10 -2.54  -0.1415
C 3.13 -5.65 -1.43  -0.1500
C 2.56 -5.43 -0.19  -0.1073
C 1.39 -4.69 -0.10  -0.1421
H -1.70 -5.00 0.76  0.0420
H -2.84 -3.69 0.52  0.0020
H -1.39 -3.47 1.53  -0.0029
H -3.11 -4.15 -1.95  0.0082
H -2.01 -5.54 -1.66  0.0006
H -1.99 -4.59 -3.19  0.0046
H 0.91 -4.07 -3.37  0.0924
H 3.14 -5.37 -3.47  0.1148
H 4.10 -6.16 -1.48  0.0995
H 2.99 -5.82 0.76  0.1047
H 0.92 -4.55 0.87  0.0900